# 1
Here is C37H42BrFGe2IrN3O2Se2 as an isolated structure from the OMol25 dataset. Energies are from wB97M-V/def2-TZVPD.

The geometry in XYZ format:
```
91
Properties=species:S:1:pos:R:3
Ir -1.696 -0.011 -1.538
Br 2.133 5.536 1.627
C 0.871 4.222 1.163
C 0.375 3.371 2.142
C -0.545 2.394 1.796
C -0.937 2.263 0.472
C -0.430 3.107 -0.511
C 0.460 4.106 -0.161
N -1.894 1.279 0.080
C -2.965 1.108 0.757
C -3.920 0.103 0.300
C -5.100 -0.160 0.966
C -5.960 -1.122 0.451
C -5.598 -1.778 -0.710
C -4.395 -1.461 -1.326
N -3.570 -0.537 -0.843
H 0.714 3.458 3.165
H -0.898 1.705 2.553
H -0.786 3.016 -1.531
H 0.838 4.792 -0.907
H -3.198 1.725 1.620
H -5.337 0.386 1.868
H -6.893 -1.350 0.948
H -6.229 -2.536 -1.151
H -4.099 -1.974 -2.229
C 1.439 1.283 -3.543
Se 0.801 0.412 -1.926
C 1.168 -1.420 -2.513
C 0.344 -1.781 -3.737
Se -1.555 -1.771 -3.248
C -2.350 -1.233 -4.933
H 2.445 0.896 -3.701
H 1.491 2.349 -3.332
H 0.834 1.113 -4.422
H 0.921 -2.056 -1.663
H 2.239 -1.510 -2.697
H 0.584 -2.777 -4.106
H 0.482 -1.069 -4.549
H -2.249 -2.070 -5.618
H -1.872 -0.340 -5.318
H -3.400 -1.027 -4.740
O -1.204 -1.681 -0.072
N -0.325 -1.818 0.769
O 0.512 -0.859 0.778
C 3.496 1.914 0.242
Ge 3.970 0.146 0.925
C 4.856 -0.809 -0.539
C 5.216 0.265 2.429
Ge 2.092 -1.074 1.991
C 1.269 -0.424 3.630
C 2.050 0.153 4.630
C 1.481 0.571 5.826
C 0.121 0.415 6.041
C -0.667 -0.172 5.059
C -0.098 -0.585 3.863
C 2.214 -3.010 2.071
C 1.360 -3.717 2.922
C 1.439 -5.097 3.012
C 2.382 -5.791 2.264
C 3.243 -5.103 1.424
C 3.158 -3.720 1.331
H 3.994 2.036 -0.721
H 3.863 2.689 0.916
H 2.424 2.053 0.109
H 5.901 -0.495 -0.494
H 4.456 -0.491 -1.503
H 4.843 -1.893 -0.492
H 6.089 0.839 2.118
H 5.553 -0.726 2.734
H 4.774 0.773 3.284
H 3.119 0.269 4.501
H 2.106 1.012 6.591
H -0.322 0.737 6.974
H -1.726 -0.321 5.232
H -0.734 -1.056 3.123
H 0.635 -3.192 3.530
H 0.775 -5.633 3.678
H 2.451 -6.867 2.346
H 3.988 -5.638 0.851
H 3.843 -3.198 0.678
F -4.132 4.390 -5.137
C -3.606 3.430 -4.372
C -4.246 3.067 -3.205
C -3.691 2.068 -2.416
C -2.503 1.417 -2.762
C -1.904 1.822 -3.954
C -2.434 2.817 -4.764
H -5.165 3.562 -2.923
H -4.229 1.819 -1.510
H -0.998 1.347 -4.281
H -1.953 3.117 -5.686
```

Properties
gap between HOMO and LUMO = 6.8 eV
total charge = +2
multiplicity = 1
energy = -13484.2627 Ha
energy above the lowest of the compared OMol25 structures with the same formula, charge and spin = 0.00 kcal per mole
largest force on an atom = 0.544 eV/A

=====

# 2
Here is a 6-piece molecular cluster, C37H42FN5O14SSi overall from the OMol25 dataset. Energies are from wB97M-V/def2-TZVPD.

The geometry in XYZ format:
```
101
Properties=species:S:1:pos:R:3
C -7.935 -0.880 3.251
C -7.491 -2.347 2.929
C -6.738 -2.379 1.531
C -7.768 -2.759 0.429
O -7.225 -3.428 -0.732
Si -5.867 -2.686 -1.418
C -4.275 -3.508 -0.746
O -3.196 -2.604 -0.559
C -1.944 -3.137 -1.000
C -1.507 -2.502 -2.363
S -5.847 -0.502 -1.290
O -4.797 -0.038 -0.349
O -7.158 0.097 -0.999
F -5.394 0.101 -2.757
H -7.045 -0.226 3.286
H -8.373 -0.877 4.268
H -8.700 -0.534 2.534
H -6.791 -2.753 3.684
H -8.409 -2.963 2.924
H -5.909 -3.097 1.651
H -6.320 -1.357 1.420
H -8.469 -3.485 0.894
H -8.411 -1.909 0.118
H -5.908 -3.001 -2.861
H -4.520 -4.061 0.190
H -4.009 -4.302 -1.485
H -1.922 -4.244 -1.030
H -1.191 -2.849 -0.239
H -1.682 -3.220 -3.189
H -0.416 -2.327 -2.310
H -2.083 -1.572 -2.509
O 1.154 -6.410 0.122
N 1.109 -5.664 -0.831
O 0.880 -4.473 -0.758
C 1.341 -6.232 -2.157
C 1.573 -7.596 -2.284
C 1.769 -8.133 -3.547
C 1.736 -7.310 -4.667
C 1.513 -5.945 -4.528
C 1.313 -5.400 -3.268
H 1.600 -8.241 -1.417
H 1.945 -9.195 -3.660
H 1.885 -7.734 -5.653
H 1.491 -5.306 -5.401
H 1.136 -4.338 -3.169
O 1.316 4.161 1.605
N 1.130 3.159 0.943
O 1.988 2.605 0.292
C -0.215 2.589 0.927
C -1.231 3.220 1.633
C -2.511 2.687 1.596
C -2.766 1.533 0.863
C -1.739 0.905 0.169
C -0.456 1.432 0.197
H -1.040 4.117 2.205
H -3.313 3.172 2.137
H -3.765 1.121 0.831
H -1.943 0.005 -0.398
H 0.338 0.939 -0.348
O 1.833 -2.494 -7.234
N 1.226 -2.118 -6.256
O 1.326 -2.622 -5.156
C 0.312 -0.989 -6.410
C 0.149 -0.412 -7.662
C -0.737 0.646 -7.809
C -1.445 1.119 -6.710
C -1.267 0.540 -5.459
C -0.385 -0.520 -5.305
H 0.697 -0.775 -8.520
H -0.878 1.100 -8.781
H -2.140 1.941 -6.830
H -1.818 0.912 -4.606
H -0.255 -0.965 -4.328
O 6.719 9.113 4.303
N 6.525 8.116 3.643
O 7.379 7.550 2.990
C 5.175 7.556 3.631
C 4.165 8.193 4.339
C 2.881 7.668 4.305
C 2.618 6.516 3.573
C 3.639 5.880 2.876
C 4.924 6.401 2.902
H 4.363 9.089 4.911
H 2.084 8.159 4.848
H 1.614 6.111 3.544
H 3.429 4.983 2.310
H 5.712 5.902 2.354
O 6.360 0.338 6.797
N 6.336 1.536 6.614
O 5.799 2.331 7.355
C 6.997 2.057 5.418
C 7.591 1.172 4.529
C 8.197 1.668 3.384
C 8.208 3.036 3.139
C 7.619 3.913 4.041
C 7.008 3.425 5.187
H 7.585 0.106 4.713
H 8.658 0.987 2.679
H 8.677 3.420 2.241
H 7.633 4.979 3.847
H 6.549 4.113 5.883
```

Properties
gap between HOMO and LUMO = 9.0 eV
total charge = 0
multiplicity = 1
energy = -3549.3155 Ha
largest force on an atom = 5.806 eV/A

=====

# 3
Here is C37H42GeMnN4SeSi as an isolated structure from the OMol25 dataset. Energies are from wB97M-V/def2-TZVPD.

The geometry in XYZ format:
```
87
Properties=species:S:1:pos:R:3
Mn -1.051 0.309 1.676
C 1.547 -1.724 2.852
C 0.529 -0.627 3.094
C -0.753 -0.918 3.619
C -1.628 0.112 4.009
C -2.867 -0.165 4.817
C -1.281 1.421 3.640
C 0.000 1.779 3.207
C 0.454 3.217 3.222
C 0.839 0.725 2.830
H 2.385 -1.447 2.219
H 1.015 -2.575 2.422
H 1.921 -2.092 3.791
H -0.969 -1.947 3.890
H -3.582 0.633 4.677
H -2.642 -0.222 5.880
H -3.341 -1.102 4.607
H -1.949 2.230 3.946
H 1.157 3.423 2.396
H 0.985 3.405 4.173
H -0.375 3.922 3.151
H 1.847 0.949 2.499
N -2.700 3.395 -0.428
C -1.419 3.830 -0.686
C -0.585 2.932 -0.067
N -1.372 1.970 0.538
C -2.631 2.283 0.267
C -3.604 1.300 0.754
N -3.097 0.257 1.391
C -4.163 -0.592 1.654
C -5.305 -0.018 1.174
N -4.934 1.188 0.600
H -3.533 3.852 -0.779
H -1.233 4.696 -1.232
H 0.502 2.972 -0.015
H -4.061 -1.534 2.150
H -6.349 -0.313 1.215
H -5.545 1.917 0.227
C -1.678 -2.830 -3.952
Si -2.412 -3.530 -2.470
C -3.873 -2.767 -1.823
C -1.748 -4.991 -1.630
Se -0.957 -1.722 0.253
H -2.256 -3.130 -4.844
H -0.613 -3.100 -4.082
H -1.791 -1.748 -3.892
H -4.642 -3.527 -1.658
H -4.366 -1.995 -2.390
H -3.717 -2.394 -0.797
H -2.032 -5.929 -2.136
H -1.980 -5.063 -0.598
H -0.652 -4.939 -1.664
C 0.082 -0.256 0.212
Ge 1.737 0.152 -0.910
C 1.095 0.787 -2.633
C -0.175 1.240 -2.924
C -0.436 1.855 -4.145
C 0.549 1.951 -5.119
C 1.832 1.505 -4.815
C 2.104 0.925 -3.583
C 2.880 1.492 -0.042
C 3.032 2.749 -0.587
C 3.954 3.624 -0.045
C 4.747 3.241 1.035
C 4.617 1.962 1.556
C 3.697 1.085 1.020
C 2.638 -1.554 -1.063
C 1.916 -2.590 -1.654
C 2.490 -3.874 -1.701
C 3.736 -4.095 -1.132
C 4.456 -3.035 -0.588
C 3.912 -1.784 -0.553
H -0.982 1.131 -2.212
H -1.435 2.164 -4.414
H 0.368 2.402 -6.077
H 2.657 1.659 -5.535
H 3.134 0.608 -3.402
H 2.460 3.010 -1.458
H 4.080 4.584 -0.472
H 5.436 3.971 1.459
H 5.247 1.627 2.378
H 3.605 0.083 1.459
H 0.974 -2.404 -2.127
H 2.043 -4.714 -2.210
H 4.146 -5.084 -1.165
H 5.430 -3.198 -0.157
H 4.477 -0.997 -0.092
```

Properties
gap between HOMO and LUMO = 6.8 eV
total charge = +3
multiplicity = 1
energy = -7572.0676 Ha
energy above the lowest of the compared OMol25 structures with the same formula, charge and spin = 0.00 kcal per mole
largest force on an atom = 2.138 eV/A

=====

# 4
Here is C37H42N4P2Pt as an isolated structure from the OMol25 dataset. Energies are from wB97M-V/def2-TZVPD.

The geometry in XYZ format:
```
86
Properties=species:S:1:pos:R:3
Pt -0.214 0.201 -0.741
C -2.019 1.525 -7.160
C -2.155 0.210 -6.976
C -1.193 -0.798 -7.523
C 0.307 -0.425 -7.487
C 0.831 0.305 -6.280
C 0.701 1.620 -6.041
C 0.367 2.525 -7.191
C -0.939 2.195 -7.954
C 1.185 1.024 0.558
H -2.798 2.208 -6.814
H -3.096 -0.204 -6.595
H -1.453 -1.017 -8.576
H -1.334 -1.744 -6.983
H 0.851 -1.384 -7.508
H 0.553 0.089 -8.428
H 1.570 -0.291 -5.729
H 0.985 2.088 -5.092
H 1.173 2.447 -7.945
H 0.338 3.571 -6.858
H -1.355 3.158 -8.287
H -0.695 1.623 -8.862
H 0.547 1.750 1.083
H 2.039 1.521 0.076
H 1.511 0.251 1.269
P 1.461 -0.379 -2.096
P -1.628 -0.720 -2.203
N 2.493 0.896 -2.657
N 2.627 -1.468 -1.466
N -2.285 0.593 -3.151
N -2.982 -1.616 -1.677
C 0.724 -1.189 -3.515
C -0.698 -1.768 -3.347
C 2.285 2.262 -2.412
C 3.385 2.968 -2.874
C 4.287 2.022 -3.460
C 3.714 0.765 -3.333
C 3.412 -1.160 -0.343
C 4.094 -2.299 0.042
C 3.740 -3.344 -0.876
C 2.834 -2.815 -1.782
C -1.958 1.942 -2.967
C -2.808 2.717 -3.747
C -3.662 1.828 -4.459
C -3.317 0.537 -4.083
C -4.235 -1.886 -2.250
C -4.943 -2.718 -1.404
C -4.109 -2.987 -0.271
C -2.911 -2.335 -0.476
H 1.416 -1.920 -3.950
H 0.624 -0.344 -4.206
H -1.217 -1.836 -4.319
H -0.689 -2.781 -2.912
H 1.392 2.592 -1.902
H 3.540 4.032 -2.788
H 5.245 2.242 -3.905
H 4.068 -0.204 -3.649
H 3.407 -0.159 0.065
H 4.788 -2.354 0.868
H 4.131 -4.350 -0.882
H 2.320 -3.251 -2.628
H -1.177 2.213 -2.267
H -2.807 3.794 -3.817
H -4.389 2.088 -5.214
H -3.691 -0.403 -4.450
H -4.530 -1.466 -3.192
H -5.938 -3.099 -1.575
H -4.345 -3.593 0.590
H -2.016 -2.278 0.123
C -1.289 -1.098 4.769
C -0.336 -1.461 3.800
C -0.453 -1.010 2.491
C -1.510 -0.164 2.096
C -1.676 0.374 0.778
C -2.815 1.061 0.427
C -3.814 1.333 1.396
C -3.633 0.953 2.715
C -2.504 0.184 3.095
C -2.354 -0.283 4.417
H -1.197 -1.451 5.792
H 0.498 -2.102 4.077
H 0.289 -1.310 1.748
H -2.933 1.426 -0.593
H -4.720 1.854 1.087
H -4.375 1.205 3.480
H -3.109 0.017 5.145
```

Properties
gap between HOMO and LUMO (spin up / spin down) = 4.5 / 3.6 eV
total charge = +2
multiplicity = 5
energy = -2455.3397 Ha
<S²> = 6.05
largest force on an atom = 5.599 eV/A

=====

# 5
Here is C37H43AsF5O5PV as an isolated structure from the OMol25 dataset. Energies are from wB97M-V/def2-TZVPD.

The geometry in XYZ format:
```
93
Properties=species:S:1:pos:R:3
V 0.574 -0.329 0.357
C -3.467 -1.228 -0.013
C -2.675 0.072 0.053
C -3.577 1.290 0.023
O -1.838 0.093 1.241
C -1.646 0.081 -1.077
O -1.643 0.772 -2.045
O -0.647 -0.849 -0.859
H -4.094 -1.315 0.878
H -2.810 -2.094 -0.073
H -4.129 -1.222 -0.879
H -4.454 1.120 0.647
H -3.912 1.493 -0.993
H -3.059 2.164 0.414
H -2.329 -0.349 1.945
F -0.114 -5.106 5.625
C 0.052 -4.191 4.692
C 1.102 -3.287 4.788
F 1.940 -3.344 5.809
C 1.269 -2.324 3.808
F 2.280 -1.460 3.895
C 0.398 -2.260 2.729
O 0.566 -1.329 1.764
C -0.644 -3.171 2.635
F -1.482 -3.114 1.601
C -0.822 -4.132 3.616
F -1.822 -4.991 3.526
O 1.012 1.267 -0.292
As 1.514 2.929 -0.547
C 0.281 3.902 -1.589
C -1.088 3.790 -1.384
C -1.944 4.621 -2.084
C -1.428 5.563 -2.966
C -0.059 5.678 -3.156
C 0.811 4.844 -2.470
C 3.141 2.777 -1.492
C 4.372 2.934 -0.860
C 5.537 2.768 -1.594
C 5.466 2.447 -2.943
C 4.235 2.292 -3.571
C 3.064 2.460 -2.850
C 1.677 3.641 1.197
C 2.380 4.832 1.363
C 2.449 5.407 2.623
C 1.813 4.801 3.698
C 1.097 3.624 3.521
C 1.022 3.039 2.267
H -1.485 3.054 -0.702
H -3.012 4.534 -1.943
H -2.101 6.212 -3.511
H 0.337 6.414 -3.843
H 1.878 4.934 -2.633
H 4.429 3.179 0.193
H 6.498 2.898 -1.115
H 6.378 2.325 -3.514
H 4.189 2.052 -4.625
H 2.106 2.350 -3.344
H 2.865 5.322 0.527
H 2.996 6.329 2.764
H 1.868 5.254 4.679
H 0.590 3.166 4.360
H 0.440 2.134 2.138
C 3.622 0.425 1.473
C 3.934 -0.927 0.829
C 5.350 -0.912 0.250
P 2.620 -1.437 -0.364
C 2.372 -3.236 -0.112
C 3.644 -4.086 -0.207
C 1.253 -3.794 -0.993
C 3.073 -0.971 -2.079
C 4.078 -1.911 -2.753
C 1.844 -0.795 -2.978
H 3.687 1.229 0.737
H 4.356 0.633 2.252
H 2.643 0.463 1.953
H 3.875 -1.700 1.603
H 5.436 -0.217 -0.587
H 5.686 -1.892 -0.080
H 6.039 -0.577 1.027
H 2.041 -3.265 0.933
H 3.949 -4.240 -1.239
H 3.437 -5.066 0.223
H 4.484 -3.664 0.344
H 1.590 -3.905 -2.025
H 0.356 -3.172 -0.997
H 0.971 -4.785 -0.636
H 3.540 0.013 -1.943
H 3.593 -2.840 -3.050
H 4.942 -2.152 -2.140
H 4.440 -1.430 -3.663
H 1.318 -1.739 -3.122
H 2.183 -0.457 -3.959
H 1.128 -0.070 -2.596
```

Properties
gap between HOMO and LUMO (spin up / spin down) = 7.4 / 8.1 eV
total charge = +2
multiplicity = 2
energy = -5831.9030 Ha
<S²> = 0.76
energy above the lowest of the compared OMol25 structures with the same formula, charge and spin = 11.03 kcal per mole
largest force on an atom = 0.803 eV/A

=====

Please write out number 5 again, unchanged.
Here is C37H43AsF5O5PV as an isolated structure from the OMol25 dataset. Energies are from wB97M-V/def2-TZVPD.

The geometry in XYZ format:
```
93
Properties=species:S:1:pos:R:3
V 0.574 -0.329 0.357
C -3.467 -1.228 -0.013
C -2.675 0.072 0.053
C -3.577 1.290 0.023
O -1.838 0.093 1.241
C -1.646 0.081 -1.077
O -1.643 0.772 -2.045
O -0.647 -0.849 -0.859
H -4.094 -1.315 0.878
H -2.810 -2.094 -0.073
H -4.129 -1.222 -0.879
H -4.454 1.120 0.647
H -3.912 1.493 -0.993
H -3.059 2.164 0.414
H -2.329 -0.349 1.945
F -0.114 -5.106 5.625
C 0.052 -4.191 4.692
C 1.102 -3.287 4.788
F 1.940 -3.344 5.809
C 1.269 -2.324 3.808
F 2.280 -1.460 3.895
C 0.398 -2.260 2.729
O 0.566 -1.329 1.764
C -0.644 -3.171 2.635
F -1.482 -3.114 1.601
C -0.822 -4.132 3.616
F -1.822 -4.991 3.526
O 1.012 1.267 -0.292
As 1.514 2.929 -0.547
C 0.281 3.902 -1.589
C -1.088 3.790 -1.384
C -1.944 4.621 -2.084
C -1.428 5.563 -2.966
C -0.059 5.678 -3.156
C 0.811 4.844 -2.470
C 3.141 2.777 -1.492
C 4.372 2.934 -0.860
C 5.537 2.768 -1.594
C 5.466 2.447 -2.943
C 4.235 2.292 -3.571
C 3.064 2.460 -2.850
C 1.677 3.641 1.197
C 2.380 4.832 1.363
C 2.449 5.407 2.623
C 1.813 4.801 3.698
C 1.097 3.624 3.521
C 1.022 3.039 2.267
H -1.485 3.054 -0.702
H -3.012 4.534 -1.943
H -2.101 6.212 -3.511
H 0.337 6.414 -3.843
H 1.878 4.934 -2.633
H 4.429 3.179 0.193
H 6.498 2.898 -1.115
H 6.378 2.325 -3.514
H 4.189 2.052 -4.625
H 2.106 2.350 -3.344
H 2.865 5.322 0.527
H 2.996 6.329 2.764
H 1.868 5.254 4.679
H 0.590 3.166 4.360
H 0.440 2.134 2.138
C 3.622 0.425 1.473
C 3.934 -0.927 0.829
C 5.350 -0.912 0.250
P 2.620 -1.437 -0.364
C 2.372 -3.236 -0.112
C 3.644 -4.086 -0.207
C 1.253 -3.794 -0.993
C 3.073 -0.971 -2.079
C 4.078 -1.911 -2.753
C 1.844 -0.795 -2.978
H 3.687 1.229 0.737
H 4.356 0.633 2.252
H 2.643 0.463 1.953
H 3.875 -1.700 1.603
H 5.436 -0.217 -0.587
H 5.686 -1.892 -0.080
H 6.039 -0.577 1.027
H 2.041 -3.265 0.933
H 3.949 -4.240 -1.239
H 3.437 -5.066 0.223
H 4.484 -3.664 0.344
H 1.590 -3.905 -2.025
H 0.356 -3.172 -0.997
H 0.971 -4.785 -0.636
H 3.540 0.013 -1.943
H 3.593 -2.840 -3.050
H 4.942 -2.152 -2.140
H 4.440 -1.430 -3.663
H 1.318 -1.739 -3.122
H 2.183 -0.457 -3.959
H 1.128 -0.070 -2.596
```

Properties
gap between HOMO and LUMO (spin up / spin down) = 7.4 / 8.1 eV
total charge = +2
multiplicity = 2
energy = -5831.9030 Ha
<S²> = 0.76
energy above the lowest of the compared OMol25 structures with the same formula, charge and spin = 11.03 kcal per mole
largest force on an atom = 0.803 eV/A

=====

> Among the records above, which one has the highest multiplicity?

C37H42N4P2Pt